Entry from the OMol25 dataset: a 2-piece molecular cluster, BrH2PS overall (ωB97M-V/def2-TZVPD).

Positions of all 5 atoms, in Å:
P  -2.09086  0.43221  -0.08382
S  2.62681  -1.24437  -0.03752
Br  2.00204  0.48956  0.80402
H  -1.34101  -0.71512  0.14288
H  -1.19697  1.03772  -0.82557

- 2S+1: 3
- HOMO-LUMO gap (alpha / beta): 0.335 / 0.240 Ha
- Lowest unoccupied orbital energy (alpha / beta): 0.18 / -2.45 eV

Which charges does Löwdin predict for the atoms? In e, they are: 0.59 -0.11 0.10 -0.26 -0.32

***

Entry from the OMol25 dataset: BrH4N2OP as an isolated structure (ωB97M-V/def2-TZVPD).

Positions of all 9 atoms, in Å:
N  0.96950  -1.78487  0.31974
N  0.06348  0.97978  -0.85539
O  -0.43097  0.41071  1.56471
P  -0.59307  -0.20066  0.11484
Br  -2.80120  -0.09204  0.06623
H  1.61870  -1.46232  -0.47792
H  -0.36562  1.26648  -1.66423
H  1.05238  0.74221  -0.99986
H  0.48681  0.14071  1.93187

- 2S+1: 3
- HOMO-LUMO gap (alpha / beta): 0.291 / 0.314 Ha
- Lowest unoccupied orbital energy (alpha / beta): 0.68 / -1.06 eV

These are the Löwdin partial charges, in e, on atoms 1 to 6: -0.12 -0.16 -0.36 0.27 0.29 -0.07

***

The evaluated maximum force for the records listed, in turn: 3.163 3.326 eV Å⁻¹.
The evaluated ΔE to the lowest compared entry with this formula, charge and spin for the records listed, in turn: 0.662 0.000 eV.